The following is a DFT calculation (ωB97M-V with the def2-TZVPD basis set) of 15 unconnected molecules or ions with the total composition C72H145N7O36.

CARTESIAN COORDINATES (ANGSTROEM)
O -5.655 -0.323 0.686
O -0.419 -2.628 -7.741
O -3.200 4.952 2.949
O 6.496 2.515 5.173
O -3.478 -5.167 -1.913
O 2.167 -0.651 1.752
O 2.907 -5.158 4.008
O -3.227 -5.078 0.353
O -2.630 3.794 -2.940
O -3.968 6.447 -3.489
O 4.037 2.547 -4.790
O 6.192 0.498 4.329
O -4.940 -4.329 -5.778
O 2.416 -4.592 -2.399
O -7.437 0.288 6.102
O 4.702 -1.427 1.683
O -2.456 -3.227 3.546
O 4.876 0.616 -4.126
O 2.579 -5.418 -0.269
O 6.431 2.801 0.204
O -3.111 1.765 -2.182
O -4.206 2.457 -3.857
O 3.748 -6.289 -2.044
O 2.796 -3.416 5.255
O 0.973 6.544 0.161
O -2.288 -3.000 5.702
O -0.959 -5.184 -4.121
O -3.482 3.291 4.372
O -3.049 -3.121 -1.040
O 4.401 -4.830 5.739
O 4.381 2.300 -2.672
O -1.988 3.059 2.921
O 2.601 0.925 6.068
O 6.794 0.820 6.445
O -1.696 -1.294 4.308
O 3.697 4.069 12.197
N -1.884 -4.966 -6.736
N 6.846 -0.099 0.051
N -0.778 -1.621 -6.751
N 1.617 -0.175 0.557
N 2.119 2.285 9.154
N -6.701 -1.348 3.374
N -1.715 6.856 -1.725
C -5.178 -1.435 1.347
C 6.554 -1.556 -0.101
C -2.165 0.335 -6.215
C -0.750 -1.004 1.238
C -0.198 5.746 -0.121
C 0.861 -2.495 -5.071
C -2.638 7.921 -2.001
C -3.624 0.643 -2.787
C -0.884 -6.407 -4.936
C -3.272 2.780 -2.981
C -0.800 -5.888 -6.379
C 0.582 1.877 1.487
C 3.200 2.359 8.190
C 1.614 1.311 0.488
C -1.020 0.244 -8.407
C 6.601 1.222 5.335
C -0.626 -5.486 -2.781
C 6.813 4.168 0.457
C 5.069 -1.772 0.324
C 2.917 -5.379 -1.433
C -3.195 -4.545 -0.774
C 3.926 3.662 -2.752
C -8.443 0.863 6.946
C -3.140 -2.947 -2.432
C 3.511 -4.478 5.036
C 1.826 -3.183 4.295
C 6.144 2.808 3.836
C 2.136 5.742 0.508
C 3.765 3.819 -4.260
C -3.288 7.716 -3.365
C 2.626 2.481 10.584
C -4.761 1.188 -3.594
C -6.037 -3.422 -5.940
C 1.862 -4.389 3.431
C -1.061 0.872 -5.300
C 1.044 1.712 -0.869
C 3.014 1.910 0.548
C 2.855 2.200 6.712
C -2.901 -1.310 -7.917
C -4.455 -4.818 -7.021
C -0.250 0.986 -1.232
C 0.391 -1.032 0.180
C -4.701 6.208 -4.662
C -3.009 -4.397 4.045
C -7.854 -0.932 5.548
C -2.924 3.845 3.369
C -3.691 -4.278 -3.007
C 2.276 1.031 4.690
C 4.540 5.222 12.391
C 2.867 -5.041 -3.633
C 1.507 -0.599 -6.561
C -3.156 -5.693 -6.919
C 5.140 -2.253 2.696
C -5.357 -1.557 2.806
C -2.095 1.756 3.488
C -1.397 6.737 -0.309
C 6.450 0.694 -1.080
C 0.335 -1.245 -5.863
C -2.070 -2.414 4.543
C 4.454 1.707 -3.841
C -2.897 -4.256 5.594
C -2.800 2.110 4.768
C -5.026 0.903 0.959
C 3.205 3.886 10.842
C 0.700 -2.513 0.027
C 6.941 2.173 -0.943
C -1.684 -0.609 -7.288
C 4.037 -5.861 -3.331
C 5.748 1.396 3.362
C -0.180 -0.287 -4.744
C -0.120 -0.511 -1.170
C -6.641 -1.639 4.829
H -0.870 -4.604 -2.190
H 5.362 0.715 -1.135
H 1.825 1.319 9.126
H -2.666 1.221 -6.604
H 2.745 4.170 -4.415
H -0.388 -0.476 -8.928
H -0.454 1.318 -2.251
H -2.523 7.611 -4.134
H -8.803 0.162 7.698
H -3.595 1.411 5.026
H -5.765 -1.193 5.300
H 4.634 4.318 -2.246
H -0.378 1.534 -5.832
H -4.908 0.631 -4.519
H -6.753 -2.696 5.070
H 5.426 5.026 11.788
H 2.127 -2.251 3.818
H 0.908 -4.916 3.420
H -2.181 -2.696 -2.885
H 4.017 1.688 8.455
H 1.845 1.452 -1.561
H 3.067 -4.245 -4.350
H 0.708 1.507 2.505
H 3.079 -0.874 1.554
H -0.080 -7.114 -4.734
H 2.034 5.229 1.464
H -2.627 -2.140 -8.569
H 0.208 -5.524 -6.577
H -3.868 -4.289 6.087
H -3.200 -4.526 -3.948
H -0.895 -0.907 -4.203
H -5.183 -5.377 -7.609
H 6.880 0.204 -1.953
H -3.954 0.864 0.769
H -4.762 -4.227 -3.204
H 0.622 0.014 -4.069
H -5.701 -2.266 0.874
H -1.170 -6.346 -2.389
H -5.587 6.832 -4.542
H -1.797 -6.957 -4.707
H 6.612 2.778 -1.788
H -1.106 -0.900 -1.424
H -2.682 1.084 2.861
H 4.780 -3.279 2.625
H -1.132 7.734 0.041
H 3.001 3.616 -2.178
H 0.178 5.364 -1.070
H 6.343 0.128 0.896
H 2.652 5.118 -0.222
H 4.729 5.390 13.452
H 0.876 2.789 -0.835
H 4.386 -1.301 -0.383
H 3.604 3.370 8.232
H 6.629 4.797 -0.413
H 4.156 -6.711 -4.003
H -4.096 -3.909 -7.503
H 2.787 1.822 4.142
H 1.191 0.998 4.585
H -4.061 -4.498 3.777
H -3.341 -6.408 -6.118
H 6.358 1.349 2.460
H -8.005 1.748 7.409
H -3.510 -0.546 -8.401
H 3.320 1.707 10.911
H -5.101 5.199 -4.762
H 4.155 6.168 12.011
H 0.730 -3.000 1.002
H 5.334 3.532 3.754
H 3.966 3.970 10.066
H 8.014 2.336 -1.038
H 0.531 -0.850 -1.976
H -3.941 8.565 -3.566
H 3.125 2.955 0.260
H 7.046 3.186 3.355
H 1.709 -1.114 -7.500
H -3.551 -1.848 -7.227
H 4.718 -1.873 3.626
H 5.020 -5.395 -3.405
H 1.403 0.439 -6.875
H 6.338 4.589 1.344
H -2.874 0.167 -3.419
H 2.154 -5.761 -4.034
H 2.623 0.154 4.145
H 2.184 -4.125 2.423
H -6.841 -3.946 -6.457
H -0.452 1.661 1.219
H -2.124 8.879 -2.068
H -2.137 6.022 -2.107
H 3.489 1.911 1.529
H -6.429 -3.238 -4.939
H -2.259 6.353 0.237
H -5.220 1.231 1.980
H -1.512 1.309 -4.409
H -2.893 -0.208 -5.612
H -1.097 1.387 -0.676
H 0.868 -3.005 4.785
H -1.571 -1.719 1.188
H -1.239 -0.030 1.209
H -5.711 1.246 -3.061
H -9.206 1.322 6.317
H -2.204 2.425 5.625
H 7.162 -2.283 0.437
H 1.750 -2.661 -0.226
H 4.661 1.393 3.283
H -0.348 0.975 -7.958
H -7.202 -0.495 3.172
H 1.815 2.382 11.305
H -3.387 7.963 -1.210
H -0.264 -1.069 2.212
H 2.817 6.588 0.598
H 0.435 -5.728 -2.729
H -2.259 -5.054 5.974
H 0.698 2.961 1.514
H -0.717 -6.760 -7.027
H -5.024 -2.559 3.074
H -1.146 1.274 3.723
H 2.058 2.886 6.427
H -8.708 -0.740 4.898
H -5.313 1.641 0.210
H 4.464 4.554 -4.659
H 3.706 2.684 6.233
H -0.993 -3.348 -7.470
H 3.646 1.218 -0.008
H -3.921 -2.218 -2.645
H -5.753 -2.511 -6.466
H 1.517 -2.107 -4.291
H -3.052 -6.273 -7.836
H -2.352 -5.187 3.681
H 0.075 -2.984 -4.495
H -0.325 4.999 0.662
H -4.621 -0.939 3.320
H -3.869 0.018 -1.928
H -1.742 0.674 -9.101
H 7.891 4.232 0.606
H 2.423 4.629 10.688
H -4.185 6.308 -5.617
H 6.633 -1.886 -1.137
H 4.802 -2.825 0.237
H 1.414 -3.134 -5.759
H 6.226 -2.225 2.788
H 0.059 -3.127 -0.605
H -4.140 -1.546 1.032
H -8.244 -1.560 6.349
H 2.430 -0.759 -6.003
H -1.945 -4.224 -6.053

Computed properties:
total energy = -5921.86934 hartree
HOMO = -8.10 eV
HOMO-LUMO gap = 8.2 eV
LUMO = 0.1 eV
F_max = 4.8 eV/A